Molecular formula: C52H86O30
Method: DFT, the ωB97M-V functional and the def2-TZVPD basis

The calculation puts the total energy at -116744.9475 eV. The spin multiplicity is 1. The calculation puts the HOMO energy at -0.3540 hartree.

Structure (XYZ):
```
168
Properties=species:S:1:pos:R:3:forces:R:3
O -0.531930 -2.677057 1.413349 -0.43 -0.13 1.10
C -1.419862 -2.304270 2.140290 -0.56 2.39 -1.26
O -2.217767 -3.089751 2.855390 0.00 -0.29 0.27
C -3.350810 -2.339747 3.390248 -0.25 -0.79 -0.69
C -3.489993 -1.062176 2.548344 0.75 0.24 1.76
C -2.029044 -0.825624 2.183283 0.57 -0.70 -1.10
H -3.113375 -2.112885 4.421145 -0.23 -0.03 0.23
H -4.186670 -3.050397 3.269381 0.22 0.54 0.44
H -3.852113 -0.245333 3.252605 -0.07 -0.89 -1.36
H -4.076391 -1.261674 1.666243 -0.53 0.31 -0.10
H -1.561922 -0.159613 2.901978 0.45 -0.33 0.20
H -1.880207 -0.375851 1.183357 0.05 -0.35 0.51
O 0.432142 3.814731 -1.452826 -0.50 -1.09 -0.46
C -0.028657 4.703799 -0.823063 -1.12 2.28 0.50
O -1.383252 5.076924 -0.760568 1.08 -1.35 -0.79
C -1.528168 6.301721 -0.026732 1.42 0.48 -0.57
C -0.089826 6.989078 -0.210243 -2.40 0.47 0.85
C 0.718958 5.760267 -0.061341 0.99 -0.07 -1.04
H -1.597908 6.002504 1.002604 -0.40 0.23 0.75
H -2.447847 6.794090 -0.376121 0.62 -0.02 0.09
H 0.117452 7.752162 0.546704 -0.16 -0.28 0.08
H 0.010001 7.474380 -1.145758 -0.05 0.31 -1.20
H 0.626731 5.566189 0.969762 0.53 -0.90 1.49
H 1.749489 5.827901 -0.414721 -0.09 -0.15 0.27
O -1.852334 -6.976518 -2.775400 -0.09 -1.56 -0.31
C -1.309443 -6.074337 -2.240701 1.41 2.36 0.12
O -2.011903 -4.945005 -1.954448 1.59 0.93 0.78
C -1.065710 -3.835251 -1.488550 -0.62 -1.61 -0.86
C 0.203492 -4.542116 -1.012953 0.00 -0.46 -1.38
C 0.228064 -5.799795 -1.911710 -1.50 -0.32 0.27
H -1.587397 -3.348837 -0.699811 -0.30 0.50 0.44
H -0.927978 -3.190294 -2.345579 0.07 0.20 -0.14
H 0.093677 -4.711994 0.043258 0.26 -0.41 0.37
H 1.127928 -4.003173 -1.236036 -0.30 0.44 0.41
H 0.729343 -6.682641 -1.546203 -0.18 -0.31 0.63
H 0.778458 -5.624898 -2.831113 -0.33 0.38 -0.45
O 5.302755 -3.229493 3.512006 -0.41 0.50 0.07
C 4.261017 -2.709394 3.189046 0.65 -0.18 -0.22
O 3.614812 -3.140516 2.089994 -0.69 -0.41 -0.15
C 2.242032 -2.652916 2.077303 0.59 0.43 2.41
C 2.412790 -1.284665 2.780153 1.08 0.73 -0.71
C 3.532489 -1.519111 3.817560 0.76 -0.70 -0.14
H 1.655030 -3.400854 2.605318 -0.10 0.13 0.46
H 1.801319 -2.599514 1.132769 0.09 0.23 -1.70
H 1.575912 -0.710061 3.137692 -0.75 -0.43 0.30
H 2.832302 -0.607005 1.997676 -0.10 -0.54 0.41
H 3.218579 -1.897921 4.823624 0.06 0.75 -0.65
H 4.330436 -0.720274 3.887703 -1.21 -0.67 0.22
O 2.431782 2.469856 4.075834 -0.21 -1.28 -0.46
C 2.982304 3.420045 3.643714 0.88 3.33 0.14
O 3.136770 3.772359 2.338301 -0.23 0.39 -0.52
C 3.474686 5.222732 2.221177 -0.87 -0.67 0.10
C 4.241419 5.491565 3.478550 0.34 -0.21 0.37
C 3.528895 4.608273 4.479049 0.13 -1.06 -0.34
H 2.561017 5.812356 2.186891 -0.36 -0.31 0.15
H 3.967992 5.401841 1.273853 0.41 -0.41 -0.01
H 4.276639 6.522420 3.836861 0.11 -0.02 -0.47
H 5.236149 5.077563 3.320566 0.29 0.33 0.22
H 2.654448 5.052733 4.923576 -0.30 0.37 0.26
H 4.205799 4.259132 5.247065 -0.09 -0.18 0.32
O -0.195065 -0.312854 -1.476027 1.08 0.45 1.02
C 0.693044 0.271915 -0.877790 -1.78 -0.15 -0.26
O 0.595661 0.647583 0.427292 0.07 0.13 -1.24
C 1.604383 1.687113 0.656003 -0.17 -0.84 0.70
C 2.752098 1.399581 -0.325641 -1.30 2.53 -0.84
C 1.972290 0.777646 -1.461692 -0.01 -0.21 0.06
H 1.866745 1.459435 1.663659 0.42 0.57 0.84
H 1.095108 2.652285 0.582639 0.42 -0.18 -0.11
H 3.447914 0.718816 0.070657 0.90 -0.82 0.59
H 3.265289 2.347827 -0.665136 -0.47 -1.02 0.58
H 2.461676 -0.112141 -1.785664 0.49 -0.46 -0.93
H 1.698038 1.469158 -2.253576 0.24 -0.13 -0.19
O 3.589966 -1.928424 -0.427309 1.22 -0.76 0.02
C 4.681734 -2.396825 -0.129525 -2.01 0.10 -1.41
O 5.545274 -1.681624 0.542390 -0.12 1.70 1.21
C 6.775271 -2.324259 0.737974 1.46 -0.10 -0.74
C 6.520632 -3.791722 0.426348 0.50 0.67 -1.07
C 5.307788 -3.727629 -0.510667 -0.38 -0.28 1.14
H 7.221293 -2.101863 1.711897 -0.58 -0.12 0.00
H 7.460847 -1.900460 -0.017759 -0.08 -0.10 0.24
H 6.368286 -4.346261 1.328435 -0.14 -0.51 0.30
H 7.351789 -4.116334 -0.185943 0.39 -0.67 0.48
H 4.623308 -4.561806 -0.281601 0.10 0.48 -0.61
H 5.629492 -3.685007 -1.555986 -0.35 -0.15 0.09
O -4.340848 3.801827 1.633601 -0.58 0.53 1.24
C -3.947135 3.334996 0.618052 1.01 -0.23 -1.77
O -4.302466 3.832646 -0.596759 -0.40 0.27 0.42
C -3.708260 3.144430 -1.725333 -0.23 -0.05 1.19
C -2.951799 1.977136 -1.032391 1.21 0.81 -1.23
C -2.891714 2.242019 0.433505 -1.90 0.10 1.06
H -3.120220 3.867013 -2.285020 0.47 -0.06 0.31
H -4.526421 2.874078 -2.393529 0.03 -0.51 0.24
H -1.938772 1.910427 -1.388212 0.35 -0.22 -0.57
H -3.442527 1.071271 -1.235217 -0.61 -1.24 -0.32
H -1.985872 2.664943 0.841250 0.57 0.00 -0.18
H -3.170992 1.367150 1.066431 0.19 0.67 -0.53
O 0.242499 5.068453 3.313412 -0.72 -0.22 -0.09
C -0.726528 4.391214 3.597644 0.05 1.06 0.74
O -0.720332 3.084809 3.506363 1.75 -0.67 -0.79
C -1.900807 2.471858 3.911490 -1.68 -0.54 0.42
C -2.717749 3.562756 4.671655 -1.26 -1.08 -1.62
C -2.069406 4.809630 4.197707 0.55 2.20 -0.46
H -1.683856 1.646128 4.557344 0.53 -0.39 0.52
H -2.344289 1.998840 3.025681 -0.39 0.64 0.18
H -2.702384 3.400258 5.725068 0.31 -0.03 0.77
H -3.778407 3.564969 4.353075 0.55 -0.24 0.19
H -1.880334 5.582931 4.964710 -0.09 -0.39 -0.32
H -2.670734 5.304791 3.401738 0.42 -0.32 0.39
C 2.465098 -2.784852 -3.802886 1.05 -0.49 -1.40
C 2.222803 -1.980548 -5.099772 0.82 0.64 1.45
O 1.733479 -2.794066 -6.140835 1.01 -0.33 -0.77
C 0.499556 -3.192042 -6.004397 0.46 -1.42 -1.79
O -0.282260 -2.736824 -5.249154 -1.67 0.77 1.59
O 0.261306 -4.212754 -6.878411 -0.88 0.37 1.56
C -1.070121 -4.789702 -6.597864 1.18 -0.70 -1.82
H 3.254450 -3.486254 -4.105569 0.16 0.04 0.38
H 1.686686 -3.442902 -3.460107 -0.84 0.32 0.15
H 2.858420 -2.160052 -3.011141 -0.14 0.11 0.22
H 3.236544 -1.684780 -5.434654 -0.77 0.22 -0.01
H 1.581077 -1.108394 -4.923449 0.11 -0.20 -0.28
H -1.403014 -4.640438 -5.590920 0.08 -0.06 0.43
H -0.984102 -5.843315 -6.912683 -0.01 0.41 0.53
H -1.729113 -4.326213 -7.305850 -0.66 0.36 -0.13
C 2.926230 1.280051 7.148647 -2.24 -0.25 -0.92
C 1.750544 0.834848 6.183153 -0.33 1.94 1.24
O 1.219333 -0.333320 6.792540 -0.85 -1.74 0.13
C 0.071931 -0.844252 6.305349 1.42 -0.43 1.95
O -0.574917 -0.344430 5.444869 -0.88 0.18 -1.13
O -0.251840 -1.989179 7.007452 0.54 1.06 -1.30
C -1.384776 -2.623416 6.425131 -2.52 0.70 2.13
H 2.495868 1.191967 8.150992 0.27 0.17 -0.02
H 3.152251 2.333155 6.941616 0.40 -0.47 0.02
H 3.736419 0.567039 7.064244 0.40 0.25 -0.10
H 2.046020 0.687999 5.165226 0.26 -0.53 -0.32
H 0.920822 1.608445 6.126963 1.04 -0.69 0.22
H -1.277658 -2.935269 5.422871 0.49 -0.18 -1.13
H -2.286638 -1.949477 6.538951 1.00 -0.35 -0.55
H -1.721058 -3.464474 7.045084 0.90 -0.02 -0.04
C -1.193649 -1.309375 -8.671275 -0.22 0.82 -0.65
C -1.657469 -0.649927 -7.407878 -0.19 -0.58 1.14
O -0.549286 0.024271 -6.759304 -0.53 -0.60 -1.35
C -0.839057 1.086461 -6.050053 -0.09 -0.51 0.75
O -1.931032 1.537768 -5.811529 -0.13 0.26 -0.34
O 0.298202 1.497122 -5.521770 0.41 0.55 0.53
C 0.103468 2.452128 -4.475280 0.20 1.45 -1.11
H -0.200096 -1.756440 -8.609335 -0.15 0.05 0.13
H -1.254773 -0.616870 -9.522269 0.36 -0.14 0.18
H -1.934854 -2.062573 -8.860528 -0.19 -0.68 -0.34
H -1.984854 -1.451810 -6.720856 0.22 0.43 0.01
H -2.523152 0.016790 -7.520583 0.50 0.03 -0.18
H 1.069050 2.614075 -4.021993 0.13 -0.13 0.20
H -0.643088 2.115697 -3.791500 -0.32 -0.27 0.62
H -0.230267 3.417545 -4.923169 0.15 -0.63 0.39
C -5.730695 -3.904954 -1.411008 0.56 1.01 -1.59
C -6.261428 -3.163116 -2.700991 0.25 -0.84 1.76
O -5.299080 -2.162944 -3.093775 -0.04 -0.93 -0.31
C -5.557484 -0.938105 -2.637596 -0.66 -1.00 -1.19
O -6.456053 -0.695187 -1.895985 -0.44 0.79 1.25
O -4.819293 -0.029575 -3.213790 0.75 0.98 0.00
C -3.964597 -0.292290 -4.343219 0.19 0.99 0.14
H -6.465139 -4.507500 -0.875649 0.02 0.17 -0.19
H -5.377615 -3.058858 -0.834669 -0.10 -0.08 0.81
H -4.823448 -4.481331 -1.662776 -0.53 -0.01 0.07
H -7.223462 -2.704391 -2.500225 0.05 0.22 0.05
H -6.388146 -3.841100 -3.511795 0.24 -0.40 -0.82
H -3.288950 0.557628 -4.343386 -0.39 0.33 -0.35
H -4.565328 -0.318019 -5.271039 0.44 -0.27 0.51
H -3.267873 -1.094052 -4.187761 -0.31 -1.02 -0.01
```
Positions in Å, forces in eV/Å.